# 1
CH4IOP as an isolated structure in a non-equilibrium geometry. Source: the OMol25 dataset; level of theory: the ωB97M-V functional and the def2-TZVPD basis.

```
8
Properties=species:S:1:pos:R:3:nbo_charge:R:1
H -0.61388 -1.48066 -0.82894 0.191
O 0.02379 -0.39095 0.86631 -0.825
P -0.42887 1.17039 1.26704 0.735
H 1.02535 -1.66213 -0.09460 0.192
H -1.97714 1.11085 0.31089 -0.077
I 0.81598 2.61749 -0.18603 -0.148
H 0.88628 -0.33242 -0.99839 0.176
C 0.26849 -1.03256 -0.33628 -0.245
```

As for the total charge: 0. The largest force on an atom is 0.08277 Eh/bohr. The frontier orbital gap comes out at 9.332 eV. The energy relative to the best compared isomer or geometry (same formula, charge and spin) comes out at 24.0 kcal per mole.

# 2
A 10-piece molecular cluster, C31H64FNO13S9 overall in a non-equilibrium geometry. Source: the OMol25 dataset; level of theory: the ωB97M-V functional and the def2-TZVPD basis.

```
119
Properties=species:S:1:pos:R:3:mulliken_charge:R:1
O 1.19410 -10.26769 4.83080 -0.609
H 2.37979 -5.18933 -1.18530 0.271
O -3.22458 -0.90071 -4.36715 -0.469
H -2.97295 5.09914 1.89802 0.385
H -1.12486 10.23246 1.72039 0.320
H -2.02146 1.47265 -3.56603 0.486
H 2.44400 -10.40485 2.29289 -0.116
S -0.64943 8.27622 2.95879 0.523
H 0.98507 -10.26072 0.20845 -0.002
H -0.51101 3.46555 -4.62687 0.520
H 3.82494 7.97211 1.95245 0.430
O -1.11012 3.59760 0.36404 -0.667
O 1.96139 -7.69326 -0.81070 -0.468
H -7.75916 0.21604 3.64019 0.335
H -6.77828 -1.43150 -3.90269 0.429
H -2.48915 4.53677 3.52466 0.423
H -3.21891 2.13371 2.84127 0.471
H -5.03310 -0.70398 0.11003 0.342
C 0.38815 1.94699 -3.44510 0.672
H -1.41015 -8.07977 -1.90729 0.408
S 0.54491 -8.05318 -0.53042 0.427
C -7.61968 0.08852 2.56885 -0.996
C 1.83245 0.44649 -2.24144 0.058
H 2.44707 8.94122 1.34864 0.307
O 5.17782 -4.78086 -3.35463 -0.666
H 0.94275 2.99743 -0.24960 0.735
C 2.54801 -0.84323 -2.50450 -0.101
H -2.65779 1.32289 1.36783 0.328
C 2.73564 -12.35081 4.28638 -0.881
H 4.88743 -0.06835 2.96046 0.322
C 2.82865 -5.05524 -2.16746 -0.826
C 2.31987 1.09071 3.36910 -0.674
C -0.41734 2.38420 -4.65579 -1.151
H 4.44054 -6.47104 -0.30252 0.322
H 2.17029 0.58324 4.32242 0.412
H 4.91596 -2.55221 -4.67358 0.292
H -8.86832 0.80396 -3.29940 0.282
H 1.50164 1.78597 3.18896 0.065
H -0.05920 7.31361 5.04404 0.283
H 2.07563 -12.58324 3.45042 0.278
H 4.05643 0.18533 -4.96049 0.360
C 2.96787 8.58243 2.23679 -0.780
C -6.52543 -0.73589 -3.10288 -0.887
H -0.62213 -10.13933 -0.54373 0.390
S 3.52109 9.97110 3.22877 0.456
C 1.17281 0.79212 -3.41869 1.265
H 5.53800 -1.45356 -3.26474 0.278
O 3.79802 2.88407 4.64292 -0.642
C 4.52322 10.74057 1.95307 -0.936
H -8.46209 0.23852 -4.94928 0.353
H 0.19098 10.50842 2.89163 0.248
C 1.47750 -0.23151 -4.46598 -0.203
C 3.13052 -10.01805 3.04592 -0.506
C -2.14321 4.75771 2.51501 -0.852
C -0.16282 8.33701 4.68713 -0.878
S 3.84719 2.03523 3.42342 0.542
C -0.78671 10.04840 2.73865 -0.796
S 2.63239 -10.59782 4.67219 0.491
C 3.85832 -0.71125 -4.37624 -0.098
O -6.33016 1.85411 -2.58956 -0.614
H -5.52521 -0.95540 -2.73551 0.248
H 6.03524 -6.43237 -1.09852 0.376
N 2.54495 -1.02568 -3.93275 0.279
O 2.97789 -1.57481 -1.67451 -0.389
C -2.12323 -0.58664 -4.70123 0.250
C 0.35372 2.72339 -2.28776 -0.839
H -1.38667 5.53344 2.55747 -0.035
C -6.01842 -0.44978 0.49587 -1.009
H -0.40043 -6.64138 -2.18200 0.314
H 4.93314 11.66255 2.35949 0.325
S -6.51624 0.93925 -3.74644 0.571
H 3.90371 10.96387 1.08448 0.304
H 2.41961 -12.90590 5.16691 0.316
C 4.95931 -6.38117 -1.25638 -0.942
S -5.91660 -0.40949 2.28896 0.374
H -7.24676 -0.81117 -2.28820 0.278
H 3.76599 -12.61011 4.04270 0.338
F 2.37852 0.81582 0.01827 -0.186
H 5.93307 1.01824 3.90485 0.330
H 2.65435 -5.93550 -2.78444 0.387
H -0.92929 8.85330 5.26448 0.386
H -0.22967 3.63275 -2.27253 0.476
H -6.31809 0.52957 0.11954 0.334
H -7.81536 1.03166 2.05843 0.307
H 5.33591 10.06818 1.67916 0.355
C 4.91962 0.64015 3.78836 -0.931
H 0.09022 -8.20500 -2.87784 0.311
O -1.86402 0.53998 -5.39433 -0.347
C 4.86584 -1.64024 -4.09615 -0.913
H -1.28025 -1.24150 -4.45965 0.326
C -2.89352 2.28462 1.81654 -1.224
H -8.29036 -0.68956 2.20430 0.381
H 0.79230 8.85676 4.77422 0.272
S 4.58884 -4.78203 -1.98719 0.552
H 4.14775 -10.34869 2.83591 0.373
C 1.74718 1.20323 -1.09502 0.139
H 2.40365 -4.17536 -2.64949 0.220
H 0.11309 2.03728 -5.53670 0.443
H -8.47710 1.97933 -4.57939 0.321
H 2.28677 7.98701 2.84005 0.156
C -0.38904 -7.71857 -2.02804 -0.996
S -1.41173 3.28817 1.79854 0.737
H 3.09562 -8.93078 3.04858 0.328
O 0.93753 -0.38647 -5.51465 -0.533
C 1.01693 2.37442 -1.12508 -1.014
H 2.37043 0.36826 2.55502 0.270
H 4.59811 0.16153 4.71350 0.301
C -8.25992 0.98911 -4.18509 -0.970
H -3.67552 2.77697 1.24033 0.413
C 0.42356 -9.84317 -0.62405 -0.693
H -1.51389 10.44704 3.44603 0.323
H -2.59823 2.43690 -4.89741 0.343
O 2.33528 10.84731 3.44526 -0.628
C -1.81990 1.73744 -4.60411 -0.638
O -2.02798 7.71616 2.90410 -0.620
H 4.64501 -7.17642 -1.93113 0.250
O -5.05798 0.75135 2.64493 -0.534
H -6.73709 -1.21189 0.19323 0.433
H 0.84703 -10.19101 -1.56640 0.313
```

As for the total charge: 0. The largest force on an atom is 0.04258 Eh/bohr. The frontier orbital gap comes out at 6.937 eV.

# 3
A 12-piece molecular cluster, C9H38F6NO11P overall in a non-equilibrium geometry. Source: the OMol25 dataset; level of theory: the ωB97M-V functional and the def2-TZVPD basis.

```
66
Properties=species:S:1:pos:R:3:nbo_charge:R:1
O -10.08567 -25.06309 19.93448 -0.963
H -4.54520 -22.31966 17.11066 0.481
H 0.16315 -23.36875 10.87179 0.177
N -2.94541 -22.22909 11.88430 -0.221
H -3.55485 -24.94046 12.07892 0.229
H -5.24898 -26.63346 16.85906 0.476
F -7.56952 -23.69404 17.89242 -0.593
H -5.58403 -23.15865 12.52606 0.220
H -5.36839 -25.18300 17.28684 0.498
O -7.27091 -19.33253 15.61237 -0.955
F -9.82400 -21.82422 16.55300 -0.592
H -7.30274 -26.48890 18.56857 0.495
H -8.39166 -25.95230 14.30570 0.467
O -5.60872 -26.07983 17.55737 -0.971
O -3.60970 -22.61301 10.71901 -0.858
H -1.59926 -21.47125 9.63651 0.227
H -1.10678 -20.63097 13.16211 0.193
C -4.92049 -22.61243 13.19605 -0.583
C -1.53168 -22.14986 11.65554 0.114
F -7.59729 -21.55668 17.06927 -0.598
H -10.48490 -20.81323 20.92326 0.456
H -1.54815 -23.94378 10.46278 0.246
O -4.87467 -23.20235 17.29494 -0.972
F -9.13669 -22.19860 18.69394 -0.596
H -8.50560 -26.06779 19.45253 0.479
H -10.87683 -24.87401 16.50855 0.491
H -10.76527 -20.28268 15.63227 0.482
F -9.71496 -24.00408 17.40929 -0.606
H -10.87859 -24.90611 20.45186 0.466
H -5.11950 -21.54759 13.03220 0.211
H 0.26164 -21.77754 12.80954 0.182
H -7.34343 -25.30571 15.18991 0.484
F -8.25333 -23.26041 15.77013 -0.586
H -5.27694 -22.75927 14.22583 0.177
C -1.24244 -21.08117 10.59673 -0.611
H -3.04043 -23.07859 15.17780 0.204
C -0.81965 -21.66286 12.93026 -0.398
H -5.89062 -24.94308 21.54937 0.452
H -4.00351 -24.92742 13.76829 0.195
O -10.30538 -20.25004 20.16683 -0.960
H -0.85640 -24.19630 11.99328 0.188
H -2.31178 -24.81058 13.30971 0.179
H -0.18793 -20.82088 10.50635 0.170
C -1.24929 -22.44835 14.16513 -0.389
O -10.72034 -19.72485 14.84879 -0.960
H -0.83540 -23.46740 14.11560 0.180
O -11.49092 -25.46596 16.05101 -0.958
C -2.76191 -22.45257 14.32807 -0.406
H -8.13498 -19.29109 16.03002 0.468
H -9.73551 -20.79152 19.60180 0.494
H -10.18945 -20.23457 14.22965 0.477
H -3.01866 -21.41101 14.56389 0.190
H -12.31562 -24.97635 16.01147 0.452
H -5.83757 -23.12096 17.31491 0.490
C -0.88252 -23.45677 11.17964 -0.664
C -3.44482 -22.94551 13.03333 0.098
O -7.48778 -26.06353 14.61190 -0.951
H -6.91781 -20.18879 15.88149 0.484
P -8.69644 -22.73042 17.23270 2.620
H -6.39260 -25.05408 20.11338 0.482
H -10.17127 -24.47510 19.17114 0.496
O -5.58895 -25.04361 20.64363 -0.937
O -7.97401 -26.82737 19.17910 -0.989
C -3.31729 -24.48055 13.04101 -0.645
H -1.89594 -20.22537 10.78754 0.214
H -0.72937 -22.09143 15.06836 0.180
```

As for the total charge: -2. The largest force on an atom is 0.03618 Eh/bohr. The frontier orbital gap comes out at 3.650 eV.

# 4
A 2-piece molecular cluster, C3H3I overall in a non-equilibrium geometry. Source: the OMol25 dataset; level of theory: the ωB97M-V functional and the def2-TZVPD basis.

```
7
Properties=species:S:1:pos:R:3:nbo_charge:R:1
H -0.04345 -1.74446 0.78623 0.283
C 0.11815 -0.71478 0.33803 -0.073
C 0.61307 0.11182 -0.69628 -0.003
H 0.66773 0.06071 -1.81262 0.276
H -0.57381 1.48616 1.06454 0.286
I 3.67720 0.03932 0.14645 -0.674
C -0.09787 0.64933 0.42497 -0.095
```

As for the total charge: 0. The largest force on an atom is 0.04711 Eh/bohr. The frontier orbital gap comes out at 6.681 eV. The energy relative to the best compared isomer or geometry (same formula, charge and spin) comes out at 44.1 kcal per mole.

# 5
A 6-piece molecular cluster, C15H42O9 overall in a non-equilibrium geometry. Source: the OMol25 dataset; level of theory: the ωB97M-V functional and the def2-TZVPD basis.

```
66
Properties=species:S:1:pos:R:3:nbo_charge:R:1
H -4.51952 0.08148 3.30203 0.168
H 5.12548 7.78548 0.91303 0.203
H -1.86552 1.54948 2.91203 0.165
H -2.95352 -0.75552 4.63103 0.467
H -0.32552 -4.54652 1.69403 0.174
O -0.59952 0.27748 -0.28197 -0.793
H -2.37452 1.24548 0.73803 0.488
H 0.60548 -3.57252 -0.23797 0.475
C 2.22048 -3.29352 -2.27897 -0.668
H -4.06952 1.82248 3.82803 0.186
H 2.08748 2.39648 -0.19897 0.223
C -0.70252 -2.51552 2.00203 -0.079
C 4.67548 7.24248 0.08703 -0.647
H -2.08652 0.00348 2.28703 0.160
H 2.61948 -3.19152 -3.25197 0.217
C 3.47648 6.36548 0.73303 0.097
H -1.88152 -2.24852 -1.23497 0.183
H 3.79348 5.90448 1.75303 0.158
H 2.88748 -3.96552 -1.74197 0.230
H -2.71852 -1.99152 -3.35797 0.173
O -1.88852 -4.51252 3.09703 -0.703
O 0.48448 -2.26152 1.34203 -0.744
C -2.56852 0.85548 2.63903 -0.096
H 0.32948 -4.12652 3.31803 0.186
C 0.86548 -3.81252 -1.96797 0.074
H -4.03052 -0.77652 -3.08297 0.175
C -0.63752 -3.99852 2.58903 -0.094
O -2.06252 -0.11452 -2.56997 -0.742
O 2.31448 7.13448 1.02903 -0.709
O -3.04152 1.39948 1.46803 -0.750
H -0.76152 -1.79552 2.84703 0.153
H -4.75352 -2.88952 -1.40397 0.484
H 0.07248 -2.92152 -2.11897 0.141
H 0.78848 -4.54652 -3.83797 0.196
H -1.02652 0.12348 -1.17397 0.512
C -3.00352 -1.10852 -2.74497 -0.096
H 1.10548 1.35448 1.19603 0.221
C 0.43848 1.09048 -0.80697 0.084
H 5.52648 6.69948 -0.29397 0.222
H 4.15148 7.91048 -0.60397 0.221
H 2.72048 7.74648 1.65003 0.458
H 1.16848 -0.47152 -2.16797 0.203
O -2.96952 0.18148 4.76503 -0.721
C 1.08248 1.94448 0.26603 -0.638
H 0.03048 1.74648 -1.59397 0.159
C -2.98452 -1.96052 -1.45297 -0.072
C 2.88348 5.31748 -0.23197 -0.616
O -3.84552 -3.02952 -1.62197 -0.733
H -2.28752 -4.68352 2.18603 0.469
C 0.50148 -4.95552 -2.82397 -0.621
H 3.66648 4.49948 -0.50797 0.196
H 2.29448 0.36948 -1.47497 0.169
H -1.49852 -2.35152 1.39403 0.154
C 1.50848 0.03148 -1.28097 -0.569
H -3.35852 -1.34252 -0.59497 0.164
H 2.64448 5.72848 -1.33897 0.206
H -0.47852 -5.36252 -3.06297 0.228
H -2.22152 0.65648 -3.12097 0.496
H 2.61948 -2.47452 -1.68497 0.221
H 0.39848 2.88048 0.48603 0.215
O 0.82848 -4.31052 -0.66897 -0.712
H 2.06448 4.78148 0.04003 0.212
H 1.10048 -6.05352 -2.63597 0.212
C -3.62752 0.73948 3.61803 -0.073
H 1.55848 -0.57852 -0.42097 0.192
H 0.50348 -1.34652 1.06503 0.490
```

As for the total charge: 0. The largest force on an atom is 0.26543 Eh/bohr. The frontier orbital gap comes out at 9.937 eV. The SMILES is CC(C)O.CC(C)O.CC(C)O.OCCO.OCCO.OCCO. The energy relative to the best compared isomer or geometry (same formula, charge and spin) comes out at 126.2 kcal per mole.

# 6
A 8-piece molecular cluster, C27H28BrCl2N7O2 overall in a non-equilibrium geometry. Source: the OMol25 dataset; level of theory: the ωB97M-V functional and the def2-TZVPD basis.

```
67
Properties=species:S:1:pos:R:3:nbo_charge:R:1
C 2.27620 0.12017 0.91568 0.497
H -3.32577 -5.50079 0.95470 0.252
H 3.54882 1.74689 7.53520 0.254
C -0.03756 -0.50282 2.31956 -0.273
C -2.53199 1.65900 4.12706 0.303
N -5.54362 -5.49225 -1.36067 -0.339
H 2.41869 0.01161 -9.15523 0.249
H -2.00402 2.77894 5.86652 0.285
H 1.44306 1.28378 -4.25324 0.300
C 1.05963 0.79165 -3.24886 -0.184
C -0.05905 -0.62737 -0.48481 -0.113
H 4.48400 3.05891 -9.52407 0.260
H -3.91249 -0.64919 9.26452 0.254
N -3.31016 1.29318 3.34337 -0.373
C -1.01925 -0.65238 -1.84683 -0.160
Br 1.96301 1.30211 3.84086 0.101
C 1.59928 0.87621 7.53117 0.329
H 3.13874 -3.94580 3.34382 0.257
C 2.01790 0.81757 -1.90841 -0.183
H -2.15414 -0.77348 9.27403 0.259
Cl -3.82684 1.31574 -5.85883 -0.020
H -0.73306 2.68398 4.64874 0.248
C -1.42387 0.10687 -4.55370 -0.085
C 2.97876 0.95934 8.03939 -0.729
H -2.96653 -4.10144 -0.05530 0.269
O 3.60968 0.01064 0.99451 -0.508
C 1.52342 0.60571 -8.94306 -0.740
C -2.91124 0.93788 8.24594 0.314
N 2.09313 -2.69347 6.10394 -0.350
H -1.09231 1.28463 5.65874 0.286
C 2.24347 -3.35170 3.55599 -0.727
C -3.78050 -4.66340 0.41481 -0.728
H 1.37905 -3.94513 3.23982 0.260
O -1.20077 -2.51021 1.01085 -0.537
C 1.43947 0.97345 -7.51973 0.346
C -1.54704 2.12202 5.11885 -0.757
N 1.37308 1.26395 -6.39512 -0.392
H 5.03072 3.62644 -11.10090 0.262
N 0.50934 0.81044 7.12962 -0.372
C -3.01296 -0.46969 8.66617 -0.724
C 1.30119 0.21124 2.27145 -0.136
H 0.65900 0.01228 -9.25924 0.265
C -4.76546 -5.12642 -0.57699 0.289
C -0.52489 -1.33856 0.95547 0.529
C -2.53695 1.12533 -4.51161 0.030
C -0.42540 0.09776 -3.21465 -0.051
C -2.68475 2.14011 -3.21434 -0.676
H 3.09417 1.29935 -1.87593 0.265
C 3.08118 2.75576 -11.10493 0.296
N -2.83078 2.05001 7.91394 -0.359
C 4.46066 2.83889 -10.59670 -0.729
N 1.99124 2.68999 -11.50648 -0.338
H 2.28195 -2.46723 2.91129 0.259
H 3.00210 1.17936 9.11203 0.256
H 5.00414 1.89993 -10.74620 0.257
H -0.70397 -0.43846 3.28128 0.285
H -3.46078 2.98312 -3.46969 0.247
H 3.52224 0.02038 7.88990 0.268
H -1.67295 2.66560 -2.92827 0.250
C 1.43403 0.12516 -0.52909 -0.106
H 1.56190 1.49018 -9.58776 0.279
H -2.09627 -1.16471 -1.84590 0.272
H -3.05616 -1.14647 7.80618 0.259
H -4.23748 -4.00648 1.16248 0.257
C 2.15952 -2.98396 4.97933 0.301
H -3.06186 1.58240 -2.25539 0.245
Cl -1.23190 -1.05654 -5.99528 -0.005
```

As for the total charge: 0. The largest force on an atom is 0.16892 Eh/bohr. The frontier orbital gap comes out at 7.019 eV. The SMILES is C/C(Cl)=C(/Cl)c1ccc2c(c1)C(=O)C=C(Br)C2=O.CC#N.CC#N.CC#N.CC#N.CC#N.CC#N.CC#N.